1.
Formula: C2H3F2P
Source: the Open Molecules 2025 dataset
Level of theory: ωB97M-V/def2-TZVPD

The total energy is -16842.1042 eV. The calculation puts the energy above the lowest of the compared OMol25 structures with the same formula, charge and spin at 449.9 kJ/mol. The charge is 0. For the frontier orbital gap (alpha / beta), the calculation gives 7.41 / 7.42 eV.

CARTESIAN COORDINATES (ANGSTROEM)
C -1.2548 0.1958 -0.0830
C -0.9827 -0.5651 -1.1343
F -0.7003 -0.0634 -2.3110
F -0.8476 -1.9037 -1.2244
P 2.5475 1.1826 1.8946
H -1.2550 1.1951 0.0164
H -1.3157 -0.3512 0.8133
H 3.8086 0.3099 2.0284

Forces on atoms 1 to 3 (eV/Å):
C 0.5 -4.5 -0.5
C 0.4 0.4 0.0
F -0.1 0.1 -0.7


2.
Formula: C23H26N4O3S
Source: the Open Molecules 2025 dataset
Level of theory: ωB97M-V/def2-TZVPD

The total energy is -47208.9832 eV. The calculation puts the energy above the lowest of the compared OMol25 structures with the same formula, charge and spin at 450.3 kJ/mol. The charge is 0. For the frontier orbital gap, the calculation gives 5.75 eV.

CARTESIAN COORDINATES (ANGSTROEM)
C -6.2078 0.7018 0.5601
N -5.1768 0.9779 1.5457
C -5.4127 2.1993 2.2980
C -3.8662 0.5223 1.2944
C -3.1362 1.0133 0.2132
C -1.8490 0.5747 -0.0305
C -1.3009 -0.4512 0.7015
C 0.1296 -0.8562 0.2491
C 1.2624 -0.0979 0.8538
C 2.5224 -0.8024 0.8717
O 2.6275 -2.0230 0.6340
N 3.6804 -0.0602 1.2124
C 4.9285 -0.8040 1.1710
C 3.7344 1.3269 1.2229
S 5.1620 2.1983 1.2328
N 2.4952 1.9405 1.2503
C 2.5309 3.4013 1.4303
C 1.2211 1.2710 1.3209
O 0.2475 1.8897 1.7762
C -2.0061 -0.9911 1.7913
C -3.2581 -0.4721 2.0893
H -6.0104 -0.2710 0.0688
H -7.1921 0.6694 1.0659
H -6.2485 1.5020 -0.2159
H -4.6167 2.3550 3.0532
H -5.4461 3.0856 1.6178
H -6.3989 2.1255 2.8007
H -3.5778 1.7327 -0.4566
H -1.2300 1.0587 -0.7915
H 0.3248 -1.9513 0.2121
H 5.7406 -0.0967 1.3764
H 4.9424 -1.5935 1.9344
H 5.1136 -1.2666 0.1924
H 1.5328 3.8182 1.5353
H 3.1341 3.6406 2.3119
H 3.0442 3.8480 0.5756
H -1.5628 -1.7933 2.3779
H -3.8105 -0.8449 2.9402
C -1.9337 -0.6940 -2.7484
C -0.8863 -1.5100 -2.0142
C 0.2942 -0.7861 -1.3215
N 1.5846 -1.3488 -2.0059
C 1.9008 -2.6680 -1.9597
C 3.2119 -3.1168 -2.0403
C 4.2075 -2.2291 -2.4452
C 3.8399 -0.9218 -2.7917
C 2.5056 -0.5263 -2.6246
O -0.9878 -2.7335 -1.9431
H -1.9157 0.3736 -2.5434
H -1.8809 -0.7925 -3.8432
H -2.9294 -1.0623 -2.4603
H 0.3559 0.2640 -1.5889
H 1.0905 -3.3294 -1.6970
H 3.4520 -4.1443 -1.7344
H 5.2524 -2.5379 -2.4711
H 4.5889 -0.1925 -3.1606
H 2.1827 0.4784 -2.8933

Forces on atoms 1 to 3 (eV/Å):
C 0.3 0.1 -0.2
N -0.9 -0.5 0.8
C 0.2 0.1 -0.2


3.
Formula: C48H30Cl4N6Ru
Source: the Open Molecules 2025 dataset
Level of theory: ωB97M-V/def2-TZVPD

The total energy is -111871.9203 eV. Its multiplicity is 2. The calculation puts the energy above the lowest of the compared OMol25 structures with the same formula, charge and spin at 0.0 kJ/mol. The charge is +1. For the frontier orbital gap (alpha / beta), the calculation gives 4.78 / 4.73 eV. Its expectation value of S² is 0.864.

CARTESIAN COORDINATES (ANGSTROEM)
Ru 0.1611 -0.3017 -0.1258
Cl 0.6713 8.6256 -2.8062
C 0.6137 6.9495 -2.3805
C 1.1186 6.0045 -3.2594
C 1.0708 4.6634 -2.9147
C 0.5303 4.2645 -1.6946
C 0.0430 5.2332 -0.8189
C 0.0716 6.5746 -1.1608
C 0.4768 2.8335 -1.2957
C -0.2123 1.9455 -2.1214
C -0.7806 2.1959 -3.4169
C -1.0791 0.9832 -3.9706
C -0.7413 -0.0096 -2.9979
C -0.9688 -1.4313 -3.1521
C -1.1199 -1.9164 -4.5497
C -0.0390 -1.8063 -5.4223
C -0.1321 -2.2811 -6.7194
C -1.3217 -2.8481 -7.1515
Cl -1.4443 -3.4368 -8.7742
C -2.4160 -2.9435 -6.3074
C -2.3074 -2.4795 -5.0053
C -1.0471 -2.3171 -2.1152
N -0.8191 -1.9688 -0.7761
C -1.1331 -3.0083 -0.0099
C -0.9812 -2.9816 1.4340
C -2.1232 -3.2063 2.2805
C -3.4073 -3.3943 1.7297
C -4.5319 -3.4364 2.5288
C -4.4012 -3.2965 3.9033
Cl -5.8125 -3.2699 4.8998
C -3.1466 -3.1630 4.4885
C -2.0258 -3.1227 3.6874
C 0.2525 -2.4493 1.9858
C 1.0846 -2.9833 3.0312
C 2.1409 -2.1356 3.1673
C 1.9644 -1.0575 2.2211
N 0.7884 -1.3218 1.5151
C 2.6800 0.1167 2.1276
C 2.3188 1.2554 1.3285
C 2.9692 2.5224 1.3029
C 2.2935 3.3018 0.4013
C 1.2541 2.4979 -0.1533
N 1.2912 1.2684 0.4377
C 3.9236 0.2202 2.9360
C 4.0804 1.2057 3.9093
C 5.2474 1.2915 4.6486
C 6.2732 0.3910 4.4029
Cl 7.7417 0.5069 5.3100
C 6.1383 -0.6006 3.4452
C 4.9600 -0.6858 2.7209
C -1.5722 -4.1124 -0.8372
C -1.4752 -3.7035 -2.1261
N -0.2581 0.5816 -1.8952
H 1.5460 6.3187 -4.2013
H 1.4835 3.9232 -3.5882
H -0.3739 4.9318 0.1340
H -0.3209 7.3268 -0.4908
H -0.9460 3.1669 -3.8521
H -1.5053 0.7864 -4.9407
H 0.8852 -1.3560 -5.0816
H 0.7080 -2.2113 -7.3961
H -3.3420 -3.3679 -6.6693
H -3.1632 -2.5397 -4.3443
H -3.5250 -3.4725 0.6572
H -5.5134 -3.5632 2.0931
H -3.0609 -3.0950 5.5645
H -1.0540 -3.0295 4.1519
H 0.9067 -3.9001 3.5699
H 2.9595 -2.2263 3.8620
H 3.8386 2.7993 1.8731
H 2.5196 4.3160 0.1184
H 3.2710 1.8955 4.1131
H 5.3639 2.0455 5.4145
H 6.9467 -1.2967 3.2707
H 4.8509 -1.4537 1.9654
H -1.8822 -5.0783 -0.4717
H -1.7116 -4.2723 -3.0099
C -0.8316 0.7255 3.1537
C -1.7200 0.7191 1.9656
N -1.4496 0.3618 0.7135
C -2.6086 0.5365 -0.0294
C -3.5858 0.9920 0.7838
N -3.0095 1.0967 2.0288
H 0.1848 0.9654 2.8584
H -0.8300 -0.2516 3.6416
H -1.1721 1.4702 3.8723
H -2.6395 0.3139 -1.0808
H -4.6134 1.2464 0.5990
H -3.4688 1.4126 2.8667

Forces on atoms 1 to 3 (eV/Å):
Ru 0.1 -0.3 0.3
Cl 0.0 0.0 0.0
C 0.0 0.0 0.0


4.
Formula: C63H126N5O23
Source: the Open Molecules 2025 dataset
Level of theory: ωB97M-V/def2-TZVPD

The total energy is -121900.7076 eV. Its multiplicity is 6. The charge is 0. For the frontier orbital gap (alpha / beta), the calculation gives 9.03 / 9.24 eV. Its expectation value of S² is 8.777.

CARTESIAN COORDINATES (ANGSTROEM)
C -3.0795 -0.7249 0.8973
O -3.6272 -1.6763 -0.0776
C -4.9228 -2.0555 0.1250
O -5.5484 -1.8413 1.1358
O -5.3927 -2.5674 -1.0383
C -6.5357 -3.4086 -1.2216
H -2.0144 -0.7670 0.6696
H -3.2647 -1.1322 1.8913
H -3.2537 0.3403 0.7454
H -6.2170 -4.4264 -0.9969
H -6.9959 -3.3086 -2.2047
H -7.3113 -3.1514 -0.5002
C 5.6904 -3.4728 3.7208
O 5.1793 -3.0386 4.9287
C 3.9301 -2.6007 4.9705
O 3.1988 -2.4265 3.9837
O 3.6836 -2.3902 6.2501
C 2.5964 -1.4442 6.5540
H 5.5187 -4.5423 3.5992
H 6.7800 -3.4543 3.7393
H 5.2634 -2.8988 2.8984
H 2.6055 -1.2380 7.6243
H 1.6141 -1.8560 6.3224
H 2.6303 -0.5077 5.9973
C -0.5939 0.8055 4.2059
O -0.8062 0.1618 5.4655
C -1.2449 -1.0827 5.3228
O -1.2835 -1.7326 4.2721
O -1.4918 -1.5747 6.5857
C -2.0196 -2.8413 6.9988
H -1.4019 0.5964 3.5048
H 0.3183 0.5504 3.6667
H -0.6851 1.8857 4.3199
H -1.2956 -3.6359 6.8182
H -2.9706 -2.9928 6.4881
H -2.1617 -2.7671 8.0769
C -1.0588 2.3953 -0.6817
O -0.4335 1.1399 -0.5000
C 0.4009 0.9236 0.5469
O 0.7041 1.7814 1.3815
O 0.9150 -0.2741 0.4851
C 2.1797 -0.5318 1.1407
H -1.8985 2.4583 0.0105
H -1.5119 2.5295 -1.6640
H -0.3441 3.1357 -0.3224
H 2.4981 -1.5317 0.8458
H 2.2538 -0.5057 2.2278
H 2.8944 0.1723 0.7147
C 3.8345 -0.4723 -2.2231
O 4.5588 -0.8847 -1.0996
C 4.7555 -2.1610 -0.8368
O 5.4310 -2.4782 0.0988
O 4.3536 -2.9434 -1.8626
C 4.4402 -4.3544 -1.7040
H 4.1953 -0.8366 -3.1850
H 4.0237 0.6007 -2.1927
H 2.7543 -0.5598 -2.1064
H 3.7217 -4.7550 -0.9888
H 5.4265 -4.7304 -1.4320
H 4.2569 -4.9540 -2.5956
C 0.2466 5.4684 2.2666
O 0.3729 6.5626 1.3814
C -0.5322 6.9327 0.4640
O -1.7175 6.5077 0.3288
O 0.0374 7.9246 -0.1862
C -0.7653 8.5343 -1.1985
H -0.7865 5.1513 2.1237
H 0.4072 5.8649 3.2691
H 0.9754 4.6823 2.0690
H -1.6936 8.9761 -0.8362
H -1.0721 7.7909 -1.9342
H -0.3362 9.4335 -1.6405
C 1.8505 2.2902 -6.7542
C 0.4253 2.0495 -7.2421
C -0.4319 1.7831 -5.9371
C -0.7417 3.0481 -5.1331
C -1.3846 4.1465 -6.0036
C -0.7133 4.3954 -7.3940
N -0.2511 3.1163 -8.0056
O 0.3614 3.2465 -9.3435
C -1.8059 5.0893 -8.3572
C 0.3940 5.3603 -7.0280
C 0.3701 0.7448 -7.9993
H 2.4034 2.6681 -7.6142
H 2.3190 1.3360 -6.5131
H 2.0673 2.9014 -5.8781
H -1.3720 1.3210 -6.2384
H 0.0240 1.0182 -5.3083
H 0.2308 3.4952 -4.9266
H -1.3292 2.8107 -4.2462
H -1.4557 5.0853 -5.4542
H -2.4485 3.9274 -6.0941
H -1.2415 5.2700 -9.2720
H -2.6722 4.4485 -8.5217
H -2.0791 6.1107 -8.0921
H 1.2618 5.0156 -6.4657
H 0.8468 5.7784 -7.9270
H -0.0144 6.2602 -6.5682
H -0.5933 0.5621 -8.4753
H 0.7008 -0.0774 -7.3646
H 1.0826 0.7255 -8.8240
C -6.0043 2.9277 4.8835
C -5.4214 1.8940 3.8714
C -6.5707 1.0354 3.3420
C -7.4414 1.8052 2.3650
C -6.5517 2.4011 1.2249
C -5.4380 3.3434 1.6656
N -4.7389 2.4974 2.6591
O -3.4249 3.0604 2.9901
C -4.6998 3.6444 0.4044
C -5.9696 4.7317 2.1122
C -4.5507 0.7946 4.5666
H -5.2510 3.7047 5.0135
H -6.3162 2.4257 5.7994
H -6.9074 3.4525 4.5720
H -6.2290 0.1818 2.7565
H -7.1008 0.5448 4.1584
H -8.0295 2.5550 2.8940
H -8.1801 1.0581 2.0746
H -7.2519 2.9853 0.6277
H -6.1813 1.6040 0.5804
H -5.1217 4.2988 -0.3584
H -3.7608 4.1724 0.5702
H -4.3749 2.6909 -0.0122
H -6.4655 5.3784 1.3883
H -6.7578 4.5826 2.8502
H -5.1332 5.2903 2.5322
H -3.6500 1.2452 4.9835
H -4.1414 0.0330 3.9028
H -5.1292 0.2548 5.3162
C -0.8127 -1.1585 -2.8732
C -0.3468 -2.5732 -3.0951
C -1.5212 -3.5676 -2.7178
C -2.6994 -3.6064 -3.7300
C -2.1506 -3.9230 -5.0878
C -0.9857 -3.0170 -5.5657
N 0.0618 -2.7655 -4.5259
O 1.2889 -2.1557 -4.8626
C -0.3372 -3.6186 -6.8246
C -1.6779 -1.8145 -6.1122
C 0.7237 -2.8275 -2.0512
H -0.1275 -0.3755 -3.1980
H -0.9538 -1.0209 -1.8011
H -1.7330 -0.9304 -3.4109
H -1.1000 -4.5120 -2.3731
H -2.0776 -3.2929 -1.8216
H -3.2241 -2.6532 -3.6660
H -3.4104 -4.3848 -3.4529
H -2.9805 -3.7092 -5.7613
H -2.0373 -4.9858 -5.3020
H 0.1947 -4.5688 -6.7770
H -1.0654 -3.8620 -7.5983
H 0.4546 -2.9449 -7.1521
H -2.1568 -2.0662 -7.0585
H -2.4057 -1.2752 -5.5059
H -0.9032 -1.0871 -6.3550
H 1.5426 -2.1155 -1.9480
H 1.3163 -3.7248 -2.2295
H 0.2807 -2.9008 -1.0580
C 7.2238 2.8626 1.4868
C 5.8517 2.8060 2.0425
C 5.6504 1.3897 2.5432
C 4.4191 1.1862 3.3464
C 4.4618 2.1985 4.5472
C 4.5643 3.5978 4.0357
N 5.7595 3.7950 3.1950
O 6.0103 5.1966 2.8059
C 3.2090 4.0838 3.3968
C 4.7261 4.2828 5.3817
C 4.7935 3.0506 0.7969
H 7.4133 3.7736 0.9192
H 7.3524 2.1583 0.6649
H 8.0340 2.7943 2.2127
H 5.5885 0.6597 1.7361
H 6.4487 1.0113 3.1817
H 4.4636 0.1277 3.6025
H 3.5480 1.3149 2.7039
H 5.3267 1.7758 5.0583
H 3.6439 2.0480 5.2519
H 3.3224 4.5405 2.4136
H 2.4764 3.2772 3.4239
H 2.6984 4.8184 4.0195
H 5.6605 4.0396 5.8875
H 4.6220 5.3426 5.1488
H 3.8794 4.1616 6.0575
H 3.7281 2.8613 0.9278
H 5.1317 2.3433 0.0396
H 4.9244 4.0109 0.2982
C -0.9131 -5.3780 3.5776
C -0.1320 -5.4964 2.1971
C 0.8964 -4.3270 2.2534
C 2.0724 -4.3909 1.2520
C 2.6926 -5.7770 1.3492
C 1.7099 -6.8887 1.1005
N 0.5924 -6.7844 2.0779
O -0.2928 -7.9372 2.1203
C 1.3165 -6.8463 -0.4285
C 2.4640 -8.3232 1.2248
C -1.1493 -5.1574 1.0478
H -1.2899 -4.3634 3.7069
H -0.2987 -5.4632 4.4739
H -1.7225 -6.0805 3.7758
H 0.3943 -3.3623 2.1803
H 1.3604 -4.2198 3.2339
H 2.8044 -3.6755 1.6268
H 1.6258 -4.2231 0.2720
H 3.0213 -5.8938 2.3818
H 3.7194 -5.9731 1.0403
H 1.1772 -5.8892 -0.9312
H 2.0809 -7.3778 -0.9953
H 0.3893 -7.4188 -0.4538
H 1.8867 -9.1855 0.8911
H 3.3946 -8.2091 0.6689
H 2.8144 -8.6210 2.2131
H -1.8606 -4.3944 1.3636
H -1.6754 -6.0247 0.6488
H -0.5555 -4.6858 0.2647

Forces on atoms 1 to 3 (eV/Å):
C 1.2 -1.3 -0.4
O -1.2 0.5 0.0
C -0.3 0.8 -0.2


5.
Formula: CHNO3
Source: the Open Molecules 2025 dataset
Level of theory: ωB97M-V/def2-TZVPD

The SMILES is O=C=O.N=O. The total energy is -8683.5168 eV. The calculation puts the energy above the lowest of the compared OMol25 structures with the same formula, charge and spin at 16.2 kJ/mol. The charge is 0. For the frontier orbital gap, the calculation gives 9.29 eV.

CARTESIAN COORDINATES (ANGSTROEM)
C 1.6161 -0.9342 0.1532
N -1.1787 0.9708 0.0179
O 0.6716 -1.4963 -0.2569
O 2.5908 -0.4172 0.5327
O -1.6576 0.4053 -0.9795
H -2.0421 1.4716 0.5326

Forces on atoms 1 to 3 (eV/Å):
C -0.3 -0.6 -0.5
N -3.1 -0.8 -2.1
O 1.2 0.8 0.7


6.
Formula: C4H10N
Source: the Open Molecules 2025 dataset
Level of theory: ωB97M-V/def2-TZVPD

The SMILES is C=CCC[NH3+]. The total energy is -5792.4439 eV. The calculation puts the energy above the lowest of the compared OMol25 structures with the same formula, charge and spin at 136.4 kJ/mol. The charge is +1. For the frontier orbital gap, the calculation gives 9.91 eV.

CARTESIAN COORDINATES (ANGSTROEM)
C -0.3199 -0.1246 1.2048
C 0.4581 -0.7011 0.0689
C 0.2542 -0.2024 -1.3946
C -0.8310 -0.4442 -2.1110
N 0.3575 1.1701 1.6334
H -1.3600 -0.0078 0.9212
H -0.2184 -0.8014 2.0516
H 1.5494 -0.6988 0.1791
H 0.3058 -1.7767 -0.0886
H 1.1720 0.2638 -1.7148
H -0.9750 -0.1586 -3.1429
H -1.6300 -1.0462 -1.6887
H 1.1470 0.9031 2.2336
H 0.7740 1.6990 0.8612
H -0.2562 1.7145 2.2332

Forces on atoms 1 to 3 (eV/Å):
C 0.7 -0.7 -0.3
C 0.8 -1.3 -2.7
C 0.1 0.3 1.5


7.
Formula: C7H12NO5P
Source: the Open Molecules 2025 dataset
Level of theory: ωB97M-V/def2-TZVPD

The total energy is -28470.1590 eV. The calculation puts the energy above the lowest of the compared OMol25 structures with the same formula, charge and spin at 186.6 kJ/mol. The charge is -2. For the frontier orbital gap, the calculation gives 5.94 eV.

CARTESIAN COORDINATES (ANGSTROEM)
C -2.2317 -1.6888 0.9291
C 1.5126 -1.0879 1.0093
C 1.7538 -1.2800 -0.4790
C 1.0158 0.2926 1.1600
C 0.4557 -1.1201 -1.2613
C 0.0693 0.7442 0.0791
C -1.4609 0.1595 -1.7078
N -0.2731 -0.0441 -0.9344
O -1.2241 -2.2849 1.3194
O -0.0460 3.0632 -1.5774
O -1.1854 3.1478 0.7254
O -2.8676 -1.9676 -0.0769
O 1.3294 3.0471 0.5488
P -0.1538 2.5710 -0.1543
H 0.8666 -1.8648 1.2584
H 2.4274 -1.3138 1.4553
H 2.4741 -0.4028 -0.8993
H 2.1317 -2.2508 -0.5805
H 0.5660 0.4438 2.1340
H 1.8490 0.9252 0.9094
H -0.1327 -2.0487 -1.4002
H -2.5620 -0.7964 1.7093
H -1.8004 1.1606 -1.8004
H -1.3598 -0.2483 -2.7525
H -2.3216 -0.2001 -1.1071
H 1.1677 3.0441 1.4936

Forces on atoms 1 to 3 (eV/Å):
C 0.2 0.7 2.1
C 0.1 0.0 -1.9
C -0.5 3.2 -1.4


8.
Formula: C7H8NO2
Source: the Open Molecules 2025 dataset
Level of theory: ωB97M-V/def2-TZVPD

The SMILES is C=[NH+][C@@H]1OC=C(C)C1=C=O. The total energy is -12963.2558 eV. The calculation puts the energy above the lowest of the compared OMol25 structures with the same formula, charge and spin at 200.6 kJ/mol. The charge is +1. For the frontier orbital gap, the calculation gives 6.66 eV.

CARTESIAN COORDINATES (ANGSTROEM)
C -0.4608 -0.4835 1.2254
C 0.2002 1.5377 0.4062
C 0.6749 -0.6603 0.1655
C 1.0158 0.7115 -0.2793
C 1.2901 -1.7483 -0.1594
C 1.9460 1.0110 -1.3833
C -2.8392 -0.4588 0.4492
N -1.6789 -1.0318 0.5198
O 1.8944 -2.6909 -0.4977
O -0.5770 0.8838 1.3380
H -0.1880 -0.8656 2.1463
H 0.2482 2.5327 0.2597
H 1.6069 0.6707 -2.2794
H 1.9246 2.1406 -1.5630
H -3.6288 -0.5543 -0.2294
H -2.9534 0.2506 1.1937
H 2.8059 0.4615 -1.1718
H -1.2808 -1.7065 -0.1407

Forces on atoms 1 to 3 (eV/Å):
C 1.7 1.5 -3.1
C 1.9 -4.2 -1.3
C -1.2 1.6 1.3